Entry 1:
ORCA calculation (ωB97M-V/def2-TZVPD) on C5H8N2 in the gas phase.

Atoms and positions in Å:
C  1.807  0.118  -0.894
C  1.038  0.765  -0.023
C  -0.389  1.166  -0.283
N  -1.211  0.809  0.867
C  -1.256  -0.584  1.166
C  -0.883  -1.523  0.323
N  -0.461  -2.369  -0.474
H  1.434  -0.158  -1.880
H  2.836  -0.139  -0.665
H  1.422  1.049  0.956
H  -0.734  0.708  -1.227
H  -0.447  2.255  -0.403
H  -2.152  1.182  0.788
H  -1.557  -0.854  2.173
H  0.555  -2.424  -0.424

Computed properties:
HOMO: -8.216 eV
Total charge: 0
Relative energy (zero: lowest compared OMol25 entry of this formula, charge and spin): 2.553 eV
LUMO: 0.99 eV
Total energy: -304.74166 hartree
SMILES: C=CCNC=C=N
Strongest force on any atom: 0.98 eV Å⁻¹

=====

Entry 2:
ORCA calculation (ωB97M-V/def2-TZVPD) on 3 unconnected molecules or ions with the total composition C31H51BNO7S2 at a distorted geometry.

Atoms and positions in Å:
C  1.239  -4.575  5.672
C  0.849  -3.334  4.769
C  0.095  -3.757  3.405
C  0.676  -2.789  2.320
N  0.133  -1.614  2.069
C  -1.082  -1.037  2.690
C  -2.338  -1.138  1.737
C  -2.239  -1.562  0.322
C  -3.413  -1.616  -0.564
C  -4.769  -1.245  -0.106
C  -4.871  -0.860  1.314
C  -3.697  -0.800  2.212
C  -3.999  -0.363  3.695
C  1.005  -0.980  1.026
S  2.434  -0.395  2.137
C  0.472  0.295  0.257
C  1.590  1.320  -0.211
C  1.711  2.604  0.740
C  2.242  3.813  -0.132
S  1.936  5.389  0.735
O  2.445  6.472  -0.096
O  0.490  5.525  0.931
O  2.743  5.399  2.170
C  1.669  -2.163  0.240
C  2.813  -1.881  -0.768
C  2.431  -1.677  -2.189
C  3.472  -1.444  -3.207
C  4.909  -1.408  -2.887
C  5.278  -1.599  -1.484
C  4.239  -1.834  -0.457
C  1.947  -3.181  1.471
B  1.838  -4.607  0.691
O  2.866  -5.049  -0.170
O  0.683  -5.402  0.837
H  1.145  -5.559  5.133
H  0.621  -4.623  6.612
H  2.313  -4.473  6.008
H  0.284  -2.541  5.335
H  1.827  -2.845  4.471
H  -1.004  -3.628  3.555
H  0.404  -4.819  3.222
H  -0.925  0.072  2.849
H  -1.299  -1.465  3.699
H  -1.252  -1.839  -0.135
H  -3.337  -1.924  -1.637
H  -5.659  -1.268  -0.781
H  -5.879  -0.568  1.714
H  -4.055  0.755  3.708
H  -5.025  -0.760  3.952
H  -3.289  -0.794  4.444
H  3.469  0.009  1.335
H  -0.193  0.870  0.970
H  -0.186  0.011  -0.605
H  2.578  0.840  -0.417
H  1.229  1.731  -1.203
H  0.757  2.809  1.289
H  2.492  2.344  1.507
H  3.333  3.620  -0.332
H  1.625  3.833  -1.070
H  2.123  5.105  2.873
H  0.859  -2.677  -0.355
H  1.358  -1.707  -2.518
H  3.134  -1.328  -4.264
H  5.704  -1.258  -3.652
H  6.350  -1.611  -1.166
H  4.602  -1.977  0.587
H  2.954  -3.148  1.952
H  2.577  -5.868  -0.618
H  0.766  -6.257  0.383
C  1.871  9.874  -1.960
C  3.121  9.519  -2.751
C  2.791  8.621  -3.933
O  4.052  8.859  -1.897
H  1.399  8.973  -1.555
H  2.123  10.510  -1.109
H  1.143  10.398  -2.584
H  3.601  10.433  -3.107
H  2.349  7.678  -3.593
H  3.698  8.365  -4.485
H  2.091  9.107  -4.616
H  3.636  8.048  -1.575
C  -5.882  -4.800  -3.385
C  -6.648  -3.533  -3.041
C  -7.434  -3.020  -4.237
O  -5.732  -2.525  -2.605
H  -5.159  -4.613  -4.185
H  -5.314  -5.151  -2.520
H  -6.558  -5.596  -3.705
H  -7.330  -3.730  -2.211
H  -6.764  -2.773  -5.066
H  -7.971  -2.104  -3.980
H  -8.156  -3.762  -4.583
H  -5.124  -2.343  -3.332

Computed properties:
HOMO: -10.815 eV
Total charge: +1
LUMO: -3.53 eV
Total energy: -2614.20531 hartree
Strongest force on any atom: 3.82 eV Å⁻¹

=====

Entry 3:
ORCA calculation (ωB97M-V/def2-TZVPD) on 2 unconnected molecules or ions with the total composition C2H6FN at a distorted geometry.

Atoms and positions in Å:
C  -0.482  0.416  0.876
C  0.716  -0.011  -0.080
N  0.101  -0.322  -1.290
F  1.728  0.896  -0.228
H  -0.807  1.418  0.400
H  -0.184  0.773  1.864
H  -1.319  -0.273  0.833
H  1.593  -1.230  0.362
H  -0.795  -0.886  -1.052
H  0.826  -0.678  -1.983

Computed properties:
HOMO: -9.133 eV
Total charge: 0
Relative energy (zero: lowest compared OMol25 entry of this formula, charge and spin): 1.922 eV
LUMO: 1.06 eV
Total energy: -234.34069 hartree
Strongest force on any atom: 4.21 eV Å⁻¹

=====

Entry 4:
ORCA calculation (ωB97M-V/def2-TZVPD) on C6H7NO3 in the gas phase at a distorted geometry.

Atoms and positions in Å:
C  -1.900  1.173  -1.375
C  2.054  -1.232  0.409
N  -0.893  0.316  -0.789
C  0.399  0.344  1.732
C  -1.001  -0.677  0.445
C  0.804  -0.401  0.365
C  0.414  0.389  -0.768
O  -0.935  0.228  1.710
O  1.119  0.737  2.590
O  -1.711  -1.639  0.412
H  1.004  0.957  -1.481
H  -2.187  1.951  -0.660
H  -1.516  1.638  -2.283
H  -2.773  0.567  -1.607
H  1.989  -1.966  1.215
H  2.201  -1.774  -0.526
H  2.933  -0.613  0.610

Computed properties:
HOMO: -8.987 eV
Total charge: 0
Relative energy (zero: lowest compared OMol25 entry of this formula, charge and spin): 2.347 eV
LUMO: -0.46 eV
Total energy: -513.22688 hartree
Strongest force on any atom: 1.86 eV Å⁻¹

=====

Entry 5:
ORCA calculation (ωB97M-V/def2-TZVPD) on C3H6Se in the gas phase at a distorted geometry.

Atoms and positions in Å:
C  0.667  1.171  -0.278
C  0.707  -0.134  -0.299
C  -0.747  -1.111  -0.146
Se  -2.218  0.165  -0.028
H  1.625  1.788  -0.186
H  -0.296  1.587  0.122
H  1.659  -0.780  -0.660
H  -0.838  -1.824  -0.862
H  -0.750  -1.559  0.779
H  -2.607  -0.191  1.299

Computed properties:
HOMO: -8.789 eV
Total charge: 0
Relative energy (zero: lowest compared OMol25 entry of this formula, charge and spin): 0.732 eV
LUMO: 0.85 eV
Total energy: -2519.23874 hartree
SMILES: C=CC[SeH]
Strongest force on any atom: 6.22 eV Å⁻¹

=====

Entry 6:
ORCA calculation (ωB97M-V/def2-TZVPD) on a molecular structure, C21H23ClN2O5S2SiW.

Atoms and positions in Å:
W  -0.571  -0.150  -0.987
C  3.175  -0.245  0.461
C  2.032  0.349  -0.328
N  0.871  0.724  0.574
N  0.951  1.680  1.317
C  -0.370  2.026  1.847
S  -1.703  1.635  1.013
S  -0.361  2.964  3.278
C  1.332  2.796  3.928
C  1.532  1.540  4.731
C  2.147  0.426  4.172
C  2.337  -0.727  4.922
C  1.913  -0.775  6.241
C  1.296  0.333  6.807
C  1.108  1.482  6.056
C  2.311  1.598  -1.132
C  3.561  2.167  -1.305
C  3.709  3.313  -2.074
C  2.593  3.891  -2.662
C  1.334  3.334  -2.497
C  1.192  2.176  -1.742
O  -0.047  1.658  -1.574
H  3.601  0.475  1.160
H  3.946  -0.563  -0.238
H  2.812  -1.121  0.998
H  1.424  3.680  4.561
H  2.049  2.895  3.117
H  2.499  0.465  3.148
H  2.821  -1.585  4.474
H  2.060  -1.673  6.827
H  0.964  0.302  7.836
H  0.632  2.347  6.505
H  4.427  1.718  -0.834
H  4.688  3.755  -2.207
H  2.701  4.788  -3.258
H  0.457  3.769  -2.956
O  -0.606  -2.200  -1.702
Cl  -0.839  -1.864  -3.243
O  -0.326  -0.375  -3.200
O  1.409  -0.597  -1.129
O  -2.206  -0.053  -1.440
C  -0.365  -4.226  3.430
Si  -1.599  -2.825  3.308
C  -3.345  -3.488  3.189
C  -1.433  -1.665  4.772
C  -1.241  -1.870  1.774
C  -1.004  -1.239  0.762
H  -0.551  -4.832  4.320
H  0.656  -3.843  3.486
H  -0.428  -4.875  2.555
H  -3.587  -4.111  4.053
H  -3.471  -4.091  2.288
H  -4.068  -2.671  3.146
H  -1.629  -2.191  5.709
H  -2.142  -0.837  4.693
H  -0.430  -1.239  4.824

Computed properties:
HOMO: -8.529 eV
Total charge: 0
Relative energy (zero: lowest compared OMol25 entry of this formula, charge and spin): 0.000 eV
LUMO: -1.88 eV
Total energy: -2912.73232 hartree
Strongest force on any atom: 0.95 eV Å⁻¹

=====

Entry 7:
ORCA calculation (ωB97M-V/def2-TZVPD) on a molecular structure, C55H45O3P3RhSSi at a distorted geometry.

Atoms and positions in Å:
Rh  0.093  -0.331  -0.525
C  3.384  -0.445  4.842
C  2.873  0.817  4.587
C  1.833  0.983  3.690
C  1.273  -0.127  3.065
C  1.798  -1.397  3.318
C  2.843  -1.553  4.206
P  -0.055  -0.018  1.826
C  -1.276  -1.205  2.483
C  -1.592  -2.262  1.630
C  -2.409  -3.298  2.045
C  -2.938  -3.275  3.322
C  -2.639  -2.221  4.174
C  -1.802  -1.194  3.770
C  -0.630  1.718  1.943
C  -1.105  2.227  3.150
C  -1.475  3.554  3.266
C  -1.371  4.391  2.167
C  -0.898  3.893  0.966
C  -0.514  2.564  0.828
Si  0.072  2.050  -0.960
C  -1.301  2.519  -2.169
C  -1.322  3.584  -3.069
C  -2.366  3.735  -3.960
C  -3.405  2.811  -3.990
C  -3.396  1.733  -3.123
C  -2.354  1.589  -2.217
P  -2.319  0.234  -1.008
C  -3.138  -1.136  -1.854
C  -4.455  -1.523  -1.616
C  -5.016  -2.519  -2.389
C  -4.264  -3.163  -3.360
C  -2.945  -2.798  -3.580
C  -2.382  -1.778  -2.837
C  -3.461  0.793  0.276
C  -4.029  -0.154  1.133
C  -4.977  0.228  2.061
C  -5.347  1.559  2.172
C  -4.747  2.511  1.360
C  -3.808  2.139  0.418
C  1.758  2.660  -1.572
C  1.972  3.937  -2.081
C  3.129  4.234  -2.777
C  4.108  3.266  -2.951
C  3.942  2.008  -2.397
C  2.763  1.700  -1.732
P  2.568  0.106  -0.864
C  4.002  0.248  0.242
C  5.132  -0.568  0.164
C  6.209  -0.333  0.998
C  6.178  0.705  1.915
C  5.059  1.522  1.992
C  3.974  1.290  1.172
C  2.917  -1.249  -2.000
C  3.218  -2.505  -1.468
C  3.393  -3.584  -2.311
C  3.233  -3.427  -3.681
C  2.879  -2.196  -4.205
C  2.707  -1.106  -3.370
H  4.200  -0.566  5.538
H  3.286  1.681  5.087
H  1.443  1.972  3.494
H  1.369  -2.257  2.819
H  3.241  -2.538  4.403
H  -1.210  -2.292  0.616
H  -2.627  -4.096  1.350
H  -3.575  -4.077  3.660
H  -3.056  -2.202  5.169
H  -1.559  -0.402  4.463
H  -1.167  1.589  4.017
H  -1.827  3.936  4.212
H  -1.650  5.430  2.248
H  -0.814  4.550  0.111
H  -0.520  4.307  -3.068
H  -2.373  4.573  -4.642
H  -4.215  2.933  -4.692
H  -4.194  1.002  -3.149
H  -5.046  -1.033  -0.856
H  -6.049  -2.794  -2.237
H  -4.709  -3.952  -3.947
H  -2.351  -3.321  -4.311
H  -1.353  -1.477  -3.007
H  -3.734  -1.189  1.053
H  -5.434  -0.520  2.691
H  -6.099  1.852  2.887
H  -5.030  3.548  1.450
H  -3.363  2.883  -0.227
H  1.239  4.709  -1.906
H  3.271  5.226  -3.181
H  5.005  3.503  -3.500
H  4.723  1.265  -2.492
H  5.193  -1.355  -0.572
H  7.088  -0.955  0.918
H  7.027  0.884  2.557
H  5.044  2.348  2.686
H  3.103  1.932  1.217
H  3.307  -2.617  -0.394
H  3.645  -4.555  -1.912
H  3.372  -4.274  -4.334
H  2.729  -2.086  -5.269
H  2.428  -0.141  -3.771
C  0.662  -4.726  -0.190
S  -0.237  -3.696  -1.371
O  -1.633  -3.755  -1.005
O  0.108  -4.109  -2.702
O  0.331  -2.325  -1.092
H  0.422  -5.750  -0.433
H  0.302  -4.469  0.795
H  1.718  -4.535  -0.299

Computed properties:
HOMO (spin up / spin down): -10.540 / -10.541 eV
Total charge: +1
Relative energy (zero: lowest compared OMol25 entry of this formula, charge and spin): 1.405 eV
LUMO (spin up / spin down): -3.91 / -3.91 eV
Total energy: -4170.80347 hartree
Strongest force on any atom: 2.34 eV Å⁻¹

=====

Entry 8:
ORCA calculation (ωB97M-V/def2-TZVPD) on a molecular structure, C48H47BrCl2N7O7STi at a distorted geometry.

Atoms and positions in Å:
Ti  1.007  -0.045  -0.582
Br  -1.514  2.670  6.120
C  -0.674  2.366  4.484
C  0.670  2.690  4.320
C  1.310  2.409  3.129
C  0.600  1.814  2.091
C  -0.734  1.476  2.256
C  -1.372  1.751  3.454
N  1.263  1.545  0.845
C  2.138  2.390  0.455
C  2.919  2.152  -0.765
C  3.819  3.086  -1.241
C  4.518  2.787  -2.401
C  4.278  1.583  -3.046
C  3.330  0.720  -2.528
N  2.666  1.000  -1.405
H  1.220  3.122  5.144
H  2.376  2.583  3.039
H  -1.286  1.011  1.454
H  -2.407  1.474  3.600
H  2.307  3.320  0.990
H  3.980  4.007  -0.699
H  5.241  3.487  -2.800
H  4.803  1.315  -3.952
H  3.090  -0.215  -3.015
Cl  2.419  -5.774  -4.738
C  1.944  -4.294  -3.988
C  1.365  -3.296  -4.759
C  0.989  -2.115  -4.151
Cl  0.262  -0.856  -5.086
C  1.181  -1.914  -2.781
O  0.793  -0.730  -2.253
C  1.775  -2.922  -2.024
C  2.050  -2.784  -0.540
O  1.508  -1.640  0.008
C  2.144  -4.115  -2.632
H  1.207  -3.438  -5.819
H  1.644  -3.648  -0.008
H  2.602  -4.903  -2.048
C  -4.542  3.074  -4.089
C  -3.176  3.747  -3.966
C  -2.555  3.870  -5.366
C  -3.362  5.145  -3.357
C  -2.224  2.955  -3.086
C  -0.929  3.413  -2.842
C  -0.077  2.675  -2.054
N  -0.416  1.513  -1.486
C  -1.664  1.067  -1.693
C  -2.574  1.757  -2.475
C  -2.019  -0.179  -0.974
C  -3.268  -0.766  -1.044
C  -3.569  -1.896  -0.287
C  -2.547  -2.394  0.520
C  -1.318  -1.781  0.526
N  -1.046  -0.686  -0.199
C  -4.929  -2.574  -0.313
C  -5.482  -2.628  1.120
C  -5.925  -1.831  -1.202
C  -4.743  -4.001  -0.852
H  -5.181  3.676  -4.734
H  -5.043  2.988  -3.122
H  -4.468  2.081  -4.538
H  -3.214  4.458  -6.006
H  -2.422  2.889  -5.826
H  -1.586  4.370  -5.340
H  -4.052  5.722  -3.973
H  -2.423  5.697  -3.307
H  -3.777  5.085  -2.349
H  -0.573  4.343  -3.262
H  0.926  3.035  -1.874
H  -3.568  1.362  -2.604
H  -4.026  -0.334  -1.677
H  -2.698  -3.256  1.154
H  -0.518  -2.147  1.150
H  -5.585  -1.629  1.545
H  -4.848  -3.215  1.785
H  -6.467  -3.095  1.109
H  -6.096  -0.810  -0.856
H  -6.884  -2.349  -1.173
H  -5.602  -1.804  -2.246
H  -4.064  -4.584  -0.228
H  -4.350  -3.991  -1.871
H  -5.706  -4.513  -0.864
N  1.952  -0.800  2.841
C  1.132  -1.017  3.965
C  -0.013  -1.794  3.827
C  -0.931  -1.889  4.860
C  -0.718  -1.219  6.053
C  0.453  -0.487  6.213
C  1.374  -0.383  5.180
S  -1.913  -1.350  7.389
O  -2.063  0.023  7.849
O  -3.088  -1.899  6.728
O  -1.272  -2.234  8.342
H  2.865  -0.403  2.991
H  1.958  -1.553  2.173
H  -0.185  -2.333  2.900
H  -1.835  -2.478  4.764
H  0.625  0.015  7.157
H  2.278  0.204  5.307
C  7.167  0.401  1.982
N  6.211  -0.492  1.327
C  6.482  -1.804  1.133
C  5.586  -2.633  0.554
C  4.345  -2.043  0.199
O  3.471  -2.919  -0.327
N  4.072  -0.779  0.341
C  4.994  0.055  0.924
O  4.784  1.249  1.102
H  8.003  -0.191  2.343
H  6.682  0.905  2.813
H  7.520  1.152  1.278
H  7.450  -2.144  1.475
H  5.776  -3.684  0.410

Computed properties:
HOMO: -8.512 eV
Total charge: +1
Relative energy (zero: lowest compared OMol25 entry of this formula, charge and spin): 1.633 eV
LUMO: -4.90 eV
Total energy: -7509.30975 hartree
Strongest force on any atom: 1.39 eV Å⁻¹